Density functional theory data (wB97M-V/def2-TZVPD) for a structure of composition C41H34F2OP in a non-equilibrium geometry.

Each line ends with the Mulliken charge.
Cartesian coordinates (Å):
C (-3.863, -4.448, 0.423)  -1.57
C (-3.411, -3.041, 0.277)  0.79
C (-2.214, -2.624, 0.846)  -0.28
F (-1.502, -3.541, 1.580)  -0.43
C (-1.708, -1.340, 0.710)  -0.33
C (-2.433, -0.391, -0.028)  0.72
C (-1.860, 0.953, -0.337)  0.35
C (-1.532, 1.823, 0.829)  0.48
C (-1.233, 1.357, 2.126)  -0.61
C (-0.640, 2.228, 3.028)  0.14
F (-0.183, 1.731, 4.221)  -0.35
C (-0.451, 3.583, 2.775)  0.82
C (0.247, 4.442, 3.763)  -1.52
C (-0.929, 4.071, 1.551)  -0.70
C (-1.459, 3.213, 0.603)  -0.83
C (-3.685, -0.773, -0.542)  -0.25
C (-4.156, -2.071, -0.406)  -0.82
H (-4.699, -4.636, -0.256)  0.40
H (-3.061, -5.158, 0.189)  0.33
H (-4.206, -4.661, 1.444)  0.33
H (-0.750, -1.084, 1.161)  0.81
H (-2.567, 1.498, -0.975)  0.87
H (-1.407, 0.326, 2.419)  0.90
H (0.160, 5.487, 3.456)  0.39
H (-0.175, 4.337, 4.768)  0.35
H (1.316, 4.200, 3.825)  0.31
H (-0.837, 5.137, 1.336)  0.31
H (-1.787, 3.602, -0.362)  0.40
H (-4.276, -0.032, -1.087)  0.45
H (-5.113, -2.357, -0.847)  0.38
C (0.907, -4.512, -2.625)  -0.75
C (0.959, -3.593, -1.574)  -0.97
C (0.686, -2.244, -1.810)  -0.31
C (0.338, -1.809, -3.098)  0.39
P (-0.023, -0.053, -3.376)  2.73
C (0.986, 0.539, -4.767)  0.60
C (1.065, 1.923, -5.005)  -0.35
C (1.842, 2.421, -6.053)  -0.94
C (2.545, 1.546, -6.885)  -0.63
C (2.480, 0.171, -6.652)  -0.76
C (1.718, -0.329, -5.594)  -0.81
C (-1.722, -0.075, -4.023)  0.47
C (-2.174, 0.946, -4.872)  -0.71
C (-3.508, 0.977, -5.284)  -0.75
C (-4.404, 0.000, -4.839)  -0.63
C (-3.957, -1.022, -3.996)  -0.65
C (-2.618, -1.075, -3.610)  -0.35
C (0.078, 0.810, -1.852)  0.20
C (1.275, 1.470, -1.424)  0.48
O (1.295, 2.157, -0.375)  -0.66
C (2.588, 1.359, -2.184)  0.31
C (3.194, 0.132, -2.452)  0.17
C (4.368, 0.069, -3.209)  -0.67
C (4.988, 1.249, -3.629)  -0.49
C (4.446, 2.487, -3.262)  -0.63
C (3.270, 2.537, -2.513)  -0.50
C (0.212, -2.750, -4.135)  -0.53
C (0.526, -4.092, -3.904)  -0.91
H (1.160, -5.558, -2.445)  0.44
H (1.223, -3.910, -0.564)  0.50
H (0.745, -1.519, -0.995)  0.57
H (0.534, 2.617, -4.351)  0.49
H (1.900, 3.499, -6.211)  0.41
H (3.148, 1.935, -7.707)  0.42
H (3.031, -0.522, -7.289)  0.44
H (1.717, -1.400, -5.404)  0.43
H (-1.474, 1.705, -5.222)  0.35
H (-3.847, 1.768, -5.953)  0.44
H (-5.451, 0.032, -5.144)  0.41
H (-4.648, -1.784, -3.634)  0.43
H (-2.263, -1.900, -2.989)  0.42
H (-0.806, 0.847, -1.088)  -2.26
H (2.722, -0.782, -2.085)  0.51
H (4.785, -0.905, -3.478)  0.43
H (5.895, 1.203, -4.234)  0.41
H (4.931, 3.416, -3.567)  0.41
H (2.851, 3.496, -2.202)  0.47
H (-0.114, -2.431, -5.128)  0.61
H (0.471, -4.805, -4.727)  0.44

For the energy, the calculation gives -59831.332 eV. As for the net charge: +1. The multiplicity is 1.


Density functional theory data (wB97M-V/def2-TZVPD) for a structure of composition C41H34F6IN4O3 in a non-equilibrium geometry.

Each line ends with the Mulliken charge.
Cartesian coordinates (Å):
F (-1.542, -6.890, -1.862)  -0.26
C (-0.968, -5.919, -2.598)  0.85
F (-0.014, -5.284, -1.890)  -0.23
F (-0.455, -6.423, -3.735)  -0.24
C (-2.052, -4.904, -2.971)  -1.11
N (-1.459, -3.787, -3.712)  0.75
C (-1.514, -3.821, -5.155)  -0.50
C (-2.619, -3.285, -5.815)  -0.07
C (-2.687, -3.287, -7.188)  -0.79
C (-1.654, -3.822, -7.930)  -0.34
C (-0.564, -4.380, -7.290)  -0.85
C (-0.494, -4.389, -5.916)  0.01
C (-1.033, -2.645, -2.961)  0.43
C (0.283, -2.168, -3.046)  -0.52
C (0.699, -1.105, -2.288)  -1.11
C (-0.189, -0.436, -1.411)  0.66
C (0.241, 0.680, -0.651)  -0.43
C (-0.526, 1.511, 0.203)  0.56
C (0.063, 2.614, 0.868)  -1.29
C (-0.670, 3.420, 1.699)  -0.80
C (-2.044, 3.207, 1.876)  0.47
N (-2.833, 4.076, 2.695)  0.51
C (-2.633, 4.035, 4.149)  -0.92
C (-3.244, 2.768, 4.770)  0.85
F (-2.909, 2.740, 6.075)  -0.28
F (-4.581, 2.819, 4.634)  -0.24
F (-2.746, 1.696, 4.125)  -0.21
C (-4.092, 4.582, 2.209)  -0.05
C (-5.233, 3.786, 2.236)  0.28
C (-6.412, 4.231, 1.692)  -1.10
C (-6.477, 5.482, 1.117)  -0.37
C (-5.360, 6.294, 1.100)  -0.70
C (-4.174, 5.851, 1.638)  -0.39
C (-2.640, 2.125, 1.218)  -0.60
C (-1.897, 1.303, 0.434)  -0.01
C (-1.500, -0.943, -1.345)  -0.98
C (-1.914, -2.009, -2.079)  0.10
H (-2.819, -5.388, -3.575)  0.42
H (-2.518, -4.537, -2.057)  0.49
H (-3.423, -2.878, -5.228)  0.43
H (-3.554, -2.882, -7.684)  0.40
H (-1.706, -3.819, -9.007)  0.41
H (0.229, -4.822, -7.871)  0.39
H (0.334, -4.850, -5.407)  0.43
H (0.972, -2.701, -3.678)  0.55
H (1.726, -0.789, -2.333)  0.44
H (1.272, 0.957, -0.766)  0.59
H (1.108, 2.819, 0.717)  1.08
H (-0.211, 4.239, 2.225)  0.61
H (-1.565, 4.055, 4.364)  0.40
H (-3.092, 4.914, 4.601)  0.42
H (-5.177, 2.823, 2.710)  0.38
H (-7.282, 3.597, 1.721)  0.39
H (-7.405, 5.829, 0.692)  0.41
H (-5.417, 7.278, 0.665)  0.41
H (-3.298, 6.474, 1.623)  0.44
H (-3.685, 1.927, 1.377)  0.51
H (-2.354, 0.345, -0.088)  -0.28
H (-2.227, -0.355, -0.624)  -0.20
H (-2.927, -2.364, -2.001)  0.66
C (3.320, -3.970, 0.211)  -1.17
N (3.745, -2.599, 0.360)  0.08
C (3.083, -1.783, 1.298)  0.43
O (2.216, -2.250, 2.038)  -0.75
C (3.443, -0.426, 1.324)  -0.30
I (2.294, 0.903, 2.436)  0.71
C (3.830, 1.268, 3.897)  0.28
C (3.979, 2.631, 4.036)  -0.42
C (4.840, 3.140, 4.994)  -0.71
C (5.554, 2.278, 5.797)  -0.42
C (5.416, 0.914, 5.636)  -0.51
C (4.556, 0.405, 4.682)  -0.16
C (4.480, 0.109, 0.542)  0.61
O (4.803, 1.297, 0.601)  -0.73
N (5.128, -0.773, -0.345)  -0.01
C (6.177, -0.253, -1.187)  -1.12
C (4.752, -2.112, -0.477)  0.91
O (5.286, -2.833, -1.302)  -0.67
H (3.941, -4.449, -0.546)  0.37
H (3.423, -4.497, 1.159)  0.31
H (2.274, -3.997, -0.096)  0.35
H (3.414, 3.292, 3.392)  0.35
H (4.939, 4.205, 5.111)  0.39
H (6.210, 2.672, 6.554)  0.40
H (5.977, 0.244, 6.264)  0.40
H (4.444, -0.657, 4.549)  0.50
H (6.563, -1.049, -1.822)  0.38
H (5.786, 0.552, -1.806)  0.32
H (6.985, 0.144, -0.575)  0.32

For the energy, the calculation gives -79567.944 eV. As for the net charge: +1. The multiplicity is 1.


Density functional theory data (wB97M-V/def2-TZVPD) for a structure of composition C41H34MnN5O4P2Se2.

Each line ends with the Löwdin spin population.
Cartesian coordinates (Å):
Mn (-0.716, 0.407, 2.362)  0.99
O (-1.827, 4.739, 2.091)  0.00
C (-2.788, 4.710, 3.027)  0.00
C (-3.464, 5.904, 3.296)  0.00
C (-4.461, 5.945, 4.250)  0.00
C (-4.805, 4.796, 4.959)  0.00
C (-4.138, 3.615, 4.695)  0.00
C (-3.128, 3.543, 3.736)  0.00
C (-2.431, 2.257, 3.468)  0.00
O (-1.499, 2.256, 2.571)  0.01
N (-2.802, 1.206, 4.149)  0.00
N (-2.051, 0.104, 3.756)  0.00
C (-2.333, -1.011, 4.317)  -0.01
C (-1.645, -2.261, 4.054)  0.00
C (-2.123, -3.395, 4.726)  0.00
C (-1.540, -4.637, 4.602)  0.00
C (-0.413, -4.760, 3.784)  0.00
C (0.087, -3.669, 3.115)  0.00
C (-0.508, -2.384, 3.198)  0.00
O (0.027, -1.405, 2.533)  0.01
H (-1.460, 3.817, 2.051)  0.00
H (-3.180, 6.785, 2.735)  0.00
H (-4.975, 6.879, 4.444)  0.00
H (-5.587, 4.827, 5.707)  0.00
H (-4.383, 2.705, 5.227)  0.00
H (-3.142, -1.012, 5.048)  0.00
H (-2.988, -3.271, 5.370)  0.00
H (-1.939, -5.491, 5.134)  0.00
H (0.076, -5.723, 3.676)  0.00
H (0.965, -3.755, 2.488)  0.00
Se (2.385, 3.392, -3.244)  0.00
P (2.485, 1.378, -2.629)  0.00
C (4.179, 0.725, -2.472)  0.00
C (5.157, 1.240, -3.316)  0.00
C (6.435, 0.702, -3.310)  0.00
C (6.743, -0.347, -2.456)  0.00
C (5.772, -0.855, -1.605)  0.00
C (4.491, -0.321, -1.611)  0.00
C (1.771, 0.240, -3.856)  0.00
C (1.404, 0.697, -5.113)  0.00
C (0.864, -0.185, -6.039)  0.00
C (0.678, -1.519, -5.707)  0.00
C (1.042, -1.979, -4.448)  0.00
C (1.592, -1.100, -3.529)  0.00
C (1.737, 1.061, -1.020)  0.00
C (0.533, 0.616, -0.454)  0.00
N (0.658, 0.813, 0.873)  0.00
N (1.844, 1.338, 1.117)  0.00
N (2.500, 1.520, -0.004)  0.00
P (-0.947, -0.287, -0.910)  0.00
Se (-2.482, -0.166, 0.568)  0.00
C (-0.379, -2.018, -1.055)  0.00
C (0.778, -2.408, -0.385)  0.00
C (1.218, -3.722, -0.457)  0.00
C (0.497, -4.666, -1.169)  0.00
C (-0.684, -4.296, -1.796)  0.00
C (-1.122, -2.982, -1.733)  0.00
C (-1.513, 0.408, -2.482)  0.00
C (-1.028, 1.654, -2.867)  0.00
C (-1.532, 2.284, -3.997)  0.00
C (-2.532, 1.681, -4.741)  0.00
C (-3.044, 0.453, -4.342)  0.00
C (-2.548, -0.175, -3.212)  0.00
H (4.909, 2.074, -3.961)  0.00
H (7.194, 1.109, -3.967)  0.00
H (7.744, -0.762, -2.444)  0.00
H (6.013, -1.662, -0.925)  0.00
H (3.744, -0.705, -0.929)  0.00
H (1.526, 1.749, -5.343)  0.00
H (0.573, 0.175, -7.018)  0.00
H (0.242, -2.202, -6.426)  0.00
H (0.886, -3.014, -4.172)  0.00
H (1.867, -1.456, -2.549)  0.00
H (1.330, -1.692, 0.207)  0.00
H (2.124, -4.007, 0.064)  0.00
H (0.839, -5.692, -1.217)  0.00
H (-1.271, -5.031, -2.331)  0.00
H (-2.056, -2.723, -2.206)  0.00
H (-0.259, 2.152, -2.291)  0.00
H (-1.126, 3.245, -4.287)  0.00
H (-2.924, 2.172, -5.623)  0.00
H (-3.846, -0.009, -4.904)  0.00
H (-3.003, -1.097, -2.884)  0.00
C (1.261, 0.194, 4.645)  0.00
O (0.823, 1.095, 3.630)  0.00
H (1.894, 0.719, 5.363)  0.00
H (1.796, -0.653, 4.215)  0.00
H (0.373, -0.177, 5.151)  0.00
H (1.567, 1.304, 3.035)  0.00

For the energy, the calculation gives -239304.662 eV. As for the net charge: -1. The multiplicity is 2.


Density functional theory data (wB97M-V/def2-TZVPD) for a structure of composition C41H34N10O2SSn.

Each line ends with the Mulliken charge.
Cartesian coordinates (Å):
Sn (0.062, 1.102, -0.800)  1.00
C (2.937, 0.349, -2.581)  -0.86
C (3.743, 1.548, -2.094)  -1.53
C (3.323, 2.145, -0.779)  0.56
C (3.507, 1.452, 0.416)  -0.28
C (3.157, 2.067, 1.606)  -0.51
C (2.639, 3.352, 1.563)  -0.29
C (2.477, 3.956, 0.327)  -0.70
N (2.803, 3.370, -0.824)  -0.29
N (1.480, 0.546, -2.845)  0.87
C (1.024, -0.603, -3.697)  -2.25
C (-0.726, -1.718, -2.552)  -0.12
C (-0.560, -1.048, -0.216)  -2.33
C (-2.723, -1.800, 1.220)  0.25
C (-2.544, -2.132, -1.237)  -0.06
C (-2.862, -1.580, -2.414)  -1.05
N (-1.731, -1.324, -3.244)  -0.76
C (1.204, 1.812, -3.561)  -1.06
C (-0.293, 2.004, -3.727)  0.38
C (-0.835, 2.585, -4.858)  -1.10
C (-2.209, 2.756, -4.942)  -0.56
C (-3.011, 2.332, -3.892)  -1.06
C (-2.404, 1.755, -2.797)  -0.31
N (-1.080, 1.595, -2.715)  0.86
H (3.024, -0.479, -1.877)  0.49
H (3.403, 0.023, -3.517)  0.25
H (3.764, 2.341, -2.841)  0.36
H (4.769, 1.185, -2.000)  0.58
H (3.958, 0.466, 0.409)  0.51
H (3.318, 1.567, 2.552)  0.52
H (2.384, 3.887, 2.469)  0.53
H (2.082, 4.964, 0.251)  0.45
H (1.813, -0.868, -4.402)  0.30
H (0.153, -0.293, -4.268)  0.61
H (0.427, -1.342, 0.147)  1.31
H (-2.430, -2.543, 1.956)  0.60
H (-4.366, -2.348, -0.128)  0.47
H (-3.850, -1.358, -2.792)  0.51
H (1.691, 1.841, -4.542)  0.61
H (1.605, 2.639, -2.967)  0.55
H (-0.185, 2.893, -5.666)  0.56
H (-2.648, 3.209, -5.821)  0.45
H (-4.085, 2.438, -3.923)  0.50
H (-2.984, 1.395, -1.955)  0.49
N (-0.432, -3.438, -0.875)  -0.10
C (0.863, -3.632, -1.401)  -0.15
C (1.620, -4.722, -0.976)  -0.43
C (2.891, -4.948, -1.465)  -0.85
C (3.434, -4.067, -2.392)  -0.85
C (2.693, -2.986, -2.831)  -0.85
C (1.407, -2.749, -2.353)  1.01
N (0.597, -1.710, -2.894)  1.01
C (-1.050, -2.166, -1.166)  2.56
C (-1.532, -0.796, 0.946)  -0.23
C (-3.297, -2.525, -0.027)  -1.48
S (-4.004, -0.766, 2.010)  -0.17
C (-3.295, 0.612, 1.252)  -0.36
N (-2.131, 0.510, 0.747)  -0.53
H (-1.014, -4.253, -0.774)  0.43
H (1.186, -5.398, -0.248)  0.47
H (3.456, -5.805, -1.125)  0.42
H (4.424, -4.232, -2.792)  0.45
H (3.114, -2.341, -3.590)  0.38
H (-3.179, -3.600, 0.144)  0.31
H (-3.847, 1.547, 1.212)  0.51
O (-1.736, -1.719, 7.142)  -0.57
N (-1.466, -0.534, 7.139)  1.00
O (-1.356, 0.175, 8.108)  -0.56
C (-1.277, 0.101, 5.817)  0.00
C (-1.586, 1.403, 5.711)  -0.77
C (-1.385, 2.074, 4.466)  0.76
C (-1.491, 3.472, 4.351)  -0.97
C (-1.121, 4.070, 3.177)  -1.23
C (-0.611, 3.263, 2.146)  -0.41
N (-0.542, 1.954, 2.215)  0.63
C (-0.976, 1.352, 3.334)  -0.13
C (-0.878, -0.089, 3.424)  0.32
N (-0.709, -0.888, 2.311)  0.96
C (-0.178, -2.106, 2.458)  0.23
C (0.135, -2.644, 3.692)  -1.54
C (-0.287, -1.979, 4.817)  -0.63
C (-0.836, -0.689, 4.695)  0.27
H (-1.920, 1.948, 6.584)  0.56
H (-1.834, 4.055, 5.197)  0.49
H (-1.176, 5.142, 3.050)  0.48
H (-0.229, 3.713, 1.235)  0.54
H (-0.083, -2.694, 1.551)  0.35
H (0.602, -3.616, 3.747)  0.55
H (-0.185, -2.435, 5.790)  0.65

For the energy, the calculation gives -78715.044 eV. As for the net charge: +2. The multiplicity is 1.


Density functional theory data (wB97M-V/def2-TZVPD) for a structure of composition C41H34N9O2STi in a non-equilibrium geometry.

Each line ends with the Löwdin spin population.
Cartesian coordinates (Å):
Ti (0.496, 0.058, -0.997)  0.91
O (1.093, -1.772, -1.269)  0.04
C (0.840, -2.610, -2.233)  0.00
C (0.835, -3.996, -1.967)  0.00
C (0.601, -4.906, -2.969)  0.00
C (0.369, -4.499, -4.292)  0.00
C (0.371, -3.152, -4.565)  0.00
C (0.581, -2.198, -3.558)  0.00
C (0.581, -0.804, -3.954)  0.00
N (0.540, 0.204, -3.175)  0.00
C (0.739, 1.526, -3.803)  0.00
C (0.483, 2.630, -2.787)  0.00
N (1.055, 2.158, -1.522)  0.00
C (1.870, 2.910, -0.904)  0.00
C (2.852, 2.382, 0.037)  0.00
C (3.554, 3.220, 0.909)  0.00
C (4.661, 2.776, 1.600)  0.00
C (5.121, 1.473, 1.349)  0.00
C (4.472, 0.641, 0.464)  0.00
C (3.279, 1.045, -0.186)  0.00
O (2.627, 0.209, -0.938)  0.00
H (0.993, -4.307, -0.943)  0.00
H (0.588, -5.962, -2.723)  0.00
H (0.188, -5.224, -5.074)  0.00
H (0.191, -2.799, -5.576)  0.00
H (0.640, -0.628, -5.034)  0.00
H (1.773, 1.577, -4.148)  0.00
H (0.072, 1.638, -4.661)  0.00
H (0.963, 3.556, -3.115)  0.00
H (-0.583, 2.794, -2.664)  0.00
H (1.959, 3.964, -1.187)  0.00
H (3.207, 4.241, 1.040)  0.00
H (5.177, 3.422, 2.299)  0.00
H (6.010, 1.115, 1.857)  0.00
H (4.827, -0.364, 0.267)  0.00
S (-1.857, 1.779, -0.765)  -0.01
C (-2.335, 0.653, -2.031)  -0.01
N (-2.913, 0.969, -3.163)  0.19
N (-3.172, 2.310, -3.326)  0.05
C (-3.950, 2.712, -4.385)  0.00
C (-4.390, 1.818, -5.368)  0.01
C (-5.144, 2.285, -6.435)  0.00
C (-5.488, 3.626, -6.561)  0.01
C (-5.053, 4.508, -5.576)  0.00
C (-4.294, 4.068, -4.507)  0.01
N (-2.107, -0.697, -1.876)  0.35
N (-1.368, -0.995, -0.796)  0.23
C (-1.631, -2.291, -0.331)  0.01
C (-2.624, -3.109, -0.891)  0.04
C (-2.845, -4.389, -0.406)  0.00
C (-2.105, -4.900, 0.656)  0.04
C (-1.131, -4.088, 1.226)  0.00
C (-0.895, -2.811, 0.742)  0.03
H (-3.043, 2.909, -2.518)  0.00
H (-4.131, 0.774, -5.271)  0.00
H (-5.476, 1.576, -7.186)  0.00
H (-6.080, 3.974, -7.397)  0.00
H (-5.306, 5.561, -5.643)  0.00
H (-3.956, 4.768, -3.750)  0.00
H (-3.202, -2.722, -1.717)  0.00
H (-3.612, -4.998, -0.872)  0.00
H (-2.285, -5.900, 1.032)  0.00
H (-0.535, -4.451, 2.058)  0.00
H (-0.114, -2.218, 1.190)  0.00
N (0.317, 0.432, 6.245)  0.00
C (0.822, 0.196, 7.511)  0.00
C (0.340, 0.480, 8.788)  0.00
C (1.134, 0.090, 9.846)  0.00
C (2.367, -0.561, 9.643)  0.00
C (2.830, -0.836, 8.372)  0.00
C (2.039, -0.449, 7.291)  0.00
N (2.264, -0.603, 5.924)  0.00
C (1.225, -0.071, 5.358)  0.00
C (1.013, 0.000, 3.885)  0.01
C (1.932, -0.595, 3.043)  0.00
C (1.722, -0.526, 1.677)  0.01
N (0.683, 0.110, 1.122)  0.01
C (-0.215, 0.658, 1.943)  0.02
C (-0.080, 0.625, 3.324)  0.00
H (-0.561, 0.861, 6.017)  0.00
H (-0.607, 0.979, 8.946)  0.00
H (0.801, 0.288, 10.857)  0.00
H (2.959, -0.851, 10.501)  0.00
H (3.775, -1.336, 8.206)  0.00
H (2.793, -1.115, 3.437)  0.00
H (2.390, -1.026, 0.991)  0.00
H (-1.068, 1.116, 1.455)  0.00
H (-0.857, 1.097, 3.912)  0.00

For the energy, the calculation gives -94529.937 eV. As for the net charge: -1. The multiplicity is 3.


Q: Which value of net charge does entry 3 give?
A: -1